{
  "formula": "C44H48F2NP2S2Si2TeW",
  "method": "ωB97M-V with the def2-TZVPD basis set",
  "symbols": ["W", "S", "P", "C", "P", "S", "C", "C", "C", "C", "C", "C", "C", "C", "C", "C", "C", "C", "C", "C", "C", "C", "C", "C", "C", "C", "C", "C", "C", "C", "H", "H", "H", "H", "H", "H", "H", "H", "H", "H", "H", "H", "H", "H", "H", "H", "H", "H", "H", "H", "F", "C", "C", "C", "C", "C", "F", "C", "C", "C", "C", "C", "C", "N", "H", "H", "H", "H", "H", "H", "C", "Si", "C", "C", "C", "Te", "C", "Si", "C", "C", "C", "H", "H", "H", "H", "H", "H", "H", "H", "H", "H", "H", "H", "H", "H", "H", "H", "H", "H", "H", "H", "H", "H"],
  "coordinates": [[0.4826, -1.3057, -0.7842], [-0.7250, -2.8908, -0.0391], [-0.5857, 0.9295, 1.8035], [0.3879, 0.1318, 0.6113], [2.1014, -0.1209, 0.6328], [2.1584, -2.9224, -1.4212], [2.8287, -1.0619, 1.9749], [4.2180, -1.1084, 2.1187], [4.7852, -1.9582, 3.0570], [3.9774, -2.7670, 3.8430], [2.5976, -2.7418, 3.6822], [2.0216, -1.9020, 2.7447], [3.1115, 1.3076, 0.2123], [3.8121, 2.0007, 1.2000], [4.5038, 3.1577, 0.8730], [4.4916, 3.6335, -0.4308], [3.7759, 2.9593, -1.4133], [3.0853, 1.8017, -1.0937], [0.0307, 2.5778, 2.0749], [-0.2122, 3.2857, 3.2571], [0.2190, 4.5979, 3.3671], [0.8729, 5.2106, 2.3046], [1.0966, 4.5152, 1.1226], [0.6742, 3.2026, 1.0005], [-0.8239, -0.0263, 3.2841], [-1.6714, -1.1362, 3.2316], [-1.7915, -1.9585, 4.3392], [-1.0654, -1.6784, 5.4913], [-0.1976, -0.5949, 5.5317], [-0.0640, 0.2322, 4.4277], [4.8644, -0.4952, 1.5053], [5.8604, -1.9910, 3.1682], [4.4245, -3.4295, 4.5718], [1.9701, -3.3900, 4.2795], [0.9483, -1.9187, 2.5981], [3.8188, 1.6483, 2.2234], [5.0561, 3.6867, 1.6380], [5.0422, 4.5304, -0.6814], [3.7642, 3.3323, -2.4289], [2.5181, 1.2891, -1.8629], [-0.7298, 2.8255, 4.0863], [0.0463, 5.1433, 4.2850], [1.2087, 6.2348, 2.4001], [1.6072, 4.9935, 0.2969], [0.8545, 2.6617, 0.0799], [-2.2113, -1.3849, 2.3263], [-2.4451, -2.8201, 4.3061], [-1.1699, -2.3163, 6.3590], [0.3808, -0.3953, 6.4236], [0.6377, 1.0547, 4.4576], [5.3756, -2.2558, -3.0091], [4.1276, -1.9284, -3.2606], [3.3174, -1.5600, -2.1064], [1.9314, -1.2222, -2.3853], [1.4388, -1.1568, -3.7229], [2.3058, -1.4572, -4.7349], [1.9296, -1.3907, -5.9964], [3.6509, -1.8800, -4.5183], [0.0159, -0.8408, -3.8017], [-0.6888, -0.6019, -4.9747], [-2.0533, -0.3893, -4.9251], [-2.7047, -0.4418, -3.6974], [-1.9602, -0.6779, -2.5696], [-0.6189, -0.8415, -2.5917], [3.8426, -1.1280, -1.2622], [4.2735, -2.1238, -5.3694], [-0.1668, -0.6005, -5.9180], [-2.6072, -0.2092, -5.8369], [-3.7764, -0.3303, -3.6186], [-2.4304, -0.7799, -1.6043], [-4.7996, 3.3440, -1.7036], [-3.2424, 4.1015, -1.0266], [-1.7512, 3.5663, -2.0225], [-3.3481, 5.9376, -0.8318], [-3.0079, 3.3677, 0.7359], [-2.8349, 1.2589, 0.6441], [-4.4021, 0.6201, 1.9190], [-4.9200, 1.5122, 3.5643], [-5.6202, 0.1458, 4.5969], [-3.4152, 2.2850, 4.3445], [-6.1928, 2.7864, 3.1083], [-5.0105, 3.7380, -2.7000], [-5.6648, 3.5795, -1.0797], [-4.7326, 2.2553, -1.7992], [-1.8431, 3.9519, -3.0410], [-1.6597, 2.4769, -2.1002], [-0.8224, 3.9695, -1.6130], [-3.4796, 6.4107, -1.8073], [-2.4376, 6.3444, -0.3870], [-4.1924, 6.2342, -0.2072], [-3.8606, 3.5538, 1.3886], [-2.1037, 3.7265, 1.2331], [-4.2111, -0.4398, 2.0928], [-5.2371, 0.6633, 1.2092], [-4.8701, -0.6055, 4.8505], [-6.4473, -0.3502, 4.0851], [-6.0114, 0.5497, 5.5335], [-2.6729, 1.5276, 4.6056], [-3.7021, 2.7988, 5.2650], [-2.9570, 3.0341, 3.6947], [-7.0420, 2.3353, 2.5910], [-5.8021, 3.5905, 2.4825], [-6.5813, 3.2529, 4.0167]],
  "lowdin_charge": [0.84, 0.23, 0.81, -0.75, 0.88, 0.86, -0.35, -0.08, -0.04, -0.04, -0.05, -0.10, -0.37, -0.08, -0.04, -0.04, -0.05, -0.11, -0.38, -0.09, -0.03, -0.02, -0.04, -0.11, -0.39, -0.13, -0.04, -0.02, -0.03, -0.08, 0.11, 0.12, 0.12, 0.12, 0.07, 0.12, 0.12, 0.12, 0.12, 0.10, 0.09, 0.13, 0.13, 0.12, 0.09, 0.07, 0.13, 0.13, 0.13, 0.11, 0.16, -0.25, -0.38, -0.53, -0.13, -0.17, 0.16, 0.14, -0.16, 0.05, 0.02, -0.01, -0.15, -0.06, 0.10, 0.16, 0.13, 0.14, 0.13, 0.05, -0.17, 0.41, -0.17, -0.15, -0.46, 1.53, -0.48, 0.45, -0.16, -0.16, -0.16, 0.05, 0.05, 0.01, 0.05, 0.00, 0.03, 0.05, 0.04, 0.05, 0.01, 0.01, 0.00, 0.02, 0.03, 0.05, 0.05, 0.02, 0.06, 0.01, 0.05, 0.02, 0.05],
  "orbital_gap_ha": 0.2489,
  "total_charge": 3
}

{
  "formula": "C4H9FN2",
  "method": "ωB97M-V with the def2-TZVPD basis set",
  "symbols": ["N", "C", "C", "C", "N", "C", "F", "H", "H", "H", "H", "H", "H", "H", "H", "H"],
  "coordinates": [[-0.6525, -1.4771, 1.6549], [0.2502, -0.6656, 0.8910], [-0.0474, 0.8128, 0.6311], [0.4522, 0.6017, -0.7729], [-0.1101, 1.3509, -1.8693], [0.1883, -0.8725, -0.6305], [-1.1071, -1.2957, -0.9948], [-1.5901, -1.3455, 1.3294], [-0.6165, -1.2405, 2.6270], [1.2587, -0.7606, 1.3528], [-1.1613, 0.9841, 0.5665], [0.4472, 1.5311, 1.3260], [1.5329, 0.6030, -0.6960], [-0.0586, 2.3294, -1.6933], [0.4288, 1.1636, -2.7481], [0.7853, -1.7191, -0.9740]],
  "lowdin_charge": [0.05, -0.36, -0.11, -0.39, 0.06, -0.23, -0.02, 0.07, 0.07, 0.16, 0.14, 0.12, 0.14, 0.06, 0.10, 0.15],
  "smiles": "N[C@@H]1C[C@H](N)[C@@H]1F",
  "orbital_gap_ha": 0.3685
}

{
  "formula": "C5H14NS",
  "method": "ωB97M-V with the def2-TZVPD basis set",
  "symbols": ["C", "C", "C", "C", "C", "N", "S", "H", "H", "H", "H", "H", "H", "H", "H", "H", "H", "H", "H", "H", "H"],
  "coordinates": [[-1.6173, -0.2270, 0.1768], [-0.7037, 2.0925, -0.1735], [-0.2091, 0.1578, -1.7008], [0.6796, 0.2490, 0.4601], [1.4020, -2.0595, 0.5949], [-0.5432, 0.5789, -0.2789], [2.6120, -1.7705, 1.7983], [-2.6519, 0.0112, -0.2633], [-1.4161, -1.2422, -0.1277], [-1.8117, -0.2595, 1.2631], [0.4114, 2.4207, -0.1776], [-1.1448, 2.5919, -1.0979], [-1.0943, 2.4040, 0.7653], [0.4739, 0.9114, -2.1431], [0.3874, -0.7570, -1.7014], [-1.2240, 0.2345, -2.2758], [1.5342, 0.7008, -0.0152], [0.7071, 0.1577, 1.4832], [0.4429, -2.4021, 0.8667], [1.8660, -1.9363, -0.2990], [1.8997, -1.8563, 2.8460]],
  "lowdin_charge": [-0.06, 0.03, 0.01, -0.07, -0.33, -0.44, 0.82, 0.15, 0.09, 0.12, 0.13, 0.13, 0.09, 0.11, 0.09, 0.15, 0.09, 0.03, 0.03, -0.02, -0.15],
  "orbital_gap_ha": [0.2983, 0.2992],
  "total_charge": 1
}

{
  "formula": "C15H21Cl3CoF4N6Si",
  "method": "ωB97M-V with the def2-TZVPD basis set",
  "symbols": ["Co", "C", "N", "C", "C", "C", "N", "C", "C", "F", "C", "F", "C", "C", "F", "C", "F", "H", "H", "H", "H", "H", "H", "H", "H", "H", "H", "H", "C", "C", "C", "C", "N", "C", "N", "N", "N", "H", "H", "H", "H", "H", "H", "H", "H", "H", "H", "Cl", "Si", "Cl", "Cl"],
  "coordinates": [[-0.0040, -0.6701, -1.9165], [2.7237, -0.7148, -0.9387], [2.0227, -0.3141, -2.1687], [2.6633, -0.9983, -3.3056], [2.1699, 1.1577, -2.3647], [1.0744, 1.9027, -1.6253], [-0.1408, 1.2189, -1.9997], [-1.3739, 1.7706, -1.8525], [-2.4654, 0.9153, -2.0630], [-2.1490, -0.3942, -2.3183], [-3.7792, 1.3006, -2.0026], [-4.7387, 0.3920, -2.2116], [-4.1110, 2.6139, -1.7127], [-3.0623, 3.4843, -1.4914], [-3.3233, 4.7690, -1.2027], [-1.7360, 3.0955, -1.5528], [-0.7930, 4.0341, -1.3144], [3.8048, -0.5720, -1.0479], [2.5233, -1.7666, -0.7344], [2.3760, -0.1051, -0.1054], [3.6901, -0.6347, -3.4277], [2.1019, -0.7973, -4.2161], [2.6782, -2.0701, -3.1340], [2.0478, 1.3506, -3.4307], [3.1798, 1.4652, -2.0734], [1.0969, 2.9509, -1.9234], [1.2455, 1.8807, -0.5375], [-5.1378, 2.9391, -1.6581], [-0.8760, 0.4173, 4.7042], [0.0777, -0.7573, 4.5165], [1.4567, -0.2891, 4.0643], [-0.4954, -1.8174, 3.5737], [-0.6517, -1.3361, 2.2078], [0.1931, -1.3837, 1.1800], [-0.3782, -0.8021, 0.1509], [-1.5960, -0.3935, 0.5810], [-1.7665, -0.7122, 1.7989], [-0.4686, 1.1234, 5.4279], [-1.8513, 0.0872, 5.0630], [-1.0329, 0.9537, 3.7673], [0.1882, -1.2719, 5.4769], [1.3905, 0.2965, 3.1442], [2.1338, -1.1280, 3.8900], [1.9100, 0.3512, 4.8202], [-1.4834, -2.1480, 3.8907], [0.1567, -2.6899, 3.5223], [1.1600, -1.8486, 1.2067], [-2.0427, -3.6710, -2.4486], [-0.0903, -3.0130, -2.1467], [0.9756, -4.0540, -3.6347], [0.5067, -4.1173, -0.4266]],
  "lowdin_charge": [0.34, -0.09, -0.33, -0.10, -0.17, -0.21, -0.07, -0.17, -0.15, 0.01, -0.22, 0.10, 0.06, -0.22, 0.09, -0.14, 0.07, 0.10, 0.07, 0.08, 0.10, 0.10, 0.03, 0.12, 0.13, 0.12, 0.12, 0.13, -0.07, -0.41, -0.07, -0.10, -0.08, -0.18, -0.01, 0.05, 0.09, 0.08, 0.08, 0.07, 0.14, 0.07, 0.08, 0.08, 0.13, 0.13, 0.11, 0.18, -0.57, 0.16, 0.16],
  "orbital_gap_ha": [0.2784, 0.2881],
  "multiplicity": 2
}

{
  "formula": "C5H34NO15",
  "method": "ωB97M-V with the def2-TZVPD basis set",
  "symbols": ["O", "C", "O", "C", "C", "C", "C", "N", "H", "H", "H", "H", "H", "H", "H", "H", "H", "H", "O", "H", "H", "O", "H", "H", "O", "H", "H", "O", "H", "H", "O", "H", "H", "O", "H", "H", "O", "H", "H", "O", "H", "H", "O", "H", "H", "O", "H", "H", "O", "H", "H", "O", "H", "H", "O"],
  "coordinates": [[-1.4466, -1.0010, 1.9250], [-1.6868, 0.2073, 1.9913], [-2.6100, 0.8388, 1.3421], [-0.8873, 0.9333, 3.0045], [0.6388, 0.7649, 2.8062], [0.9518, -0.1122, 1.6789], [1.4208, -1.4119, 2.0202], [1.6031, -2.3262, 0.9545], [-1.1006, 2.0028, 2.9294], [-1.2741, 0.4897, 4.0487], [1.1564, 1.7794, 2.7457], [0.9190, 0.2946, 3.6604], [0.8192, 0.3778, 0.6642], [1.4942, -1.7467, 3.0220], [0.8036, -2.2615, 0.4367], [1.8512, -3.1978, 1.2013], [-0.3312, 0.4621, -2.6813], [1.2217, 0.3517, -2.7716], [0.5485, 0.9883, -2.9021], [-3.2816, -3.3275, 0.5873], [-2.2011, -2.4712, 1.4310], [-2.5508, -2.8189, 0.5592], [4.8736, -0.2470, -0.3019], [3.8183, -1.2498, -0.3769], [4.7237, -1.2701, -0.0281], [-1.1839, -0.2634, -0.7646], [-2.0275, 0.9313, -1.1938], [-1.5268, 0.1780, -1.5683], [-3.6852, -1.6710, 0.3633], [-3.7313, -0.1213, 0.4162], [-4.3491, -0.9659, 0.2725], [4.2942, -1.1662, 1.6887], [3.2181, -0.2598, 2.1575], [4.0824, -0.6548, 2.4709], [1.4839, -0.5453, -1.1105], [1.8082, -1.8908, -2.0127], [1.9368, -0.9303, -1.8724], [0.2773, 2.8013, -3.2663], [-1.1277, 2.7825, -3.2961], [-0.4312, 3.4562, -3.1356], [-2.7712, -0.6885, -2.4692], [-4.2602, -0.8830, -2.3211], [-3.5569, -0.9246, -3.0151], [-1.1844, -2.1405, -2.0390], [-1.2793, -2.4839, -0.6701], [-0.7042, -2.4798, -1.3460], [2.8014, 2.0834, -0.9126], [3.2444, 0.8672, -1.6097], [3.5939, 1.6042, -1.2305], [-2.1277, 2.2577, 0.7203], [-2.4049, 3.5609, -0.2309], [-1.8494, 2.7934, -0.0564], [0.4020, 3.1273, 0.0361], [0.4948, 2.8069, -1.3946], [1.0899, 2.7700, -0.5567]],
  "lowdin_charge": [-0.01, -0.65, -0.09, -0.10, -0.21, -0.13, -0.15, 0.10, 0.10, 0.17, 0.14, 0.06, 0.12, 0.11, 0.01, 0.04, 0.07, -0.04, -0.11, 0.01, 0.08, -0.04, 0.13, 0.00, -0.12, 0.07, 0.07, -0.07, -0.06, 0.05, -0.15, -0.04, 0.02, -0.11, 0.03, 0.09, -0.06, 0.00, 0.05, -0.09, -0.02, 0.03, -0.11, 0.00, -0.07, 0.03, 0.01, -0.07, -0.03, -0.01, 0.05, -0.08, 0.03, 0.04, -0.11],
  "orbital_gap_ha": 0.2966,
  "total_charge": -1
}

no.,calculated total energy (eV)
1,-118432.1561
2,-9990.4989
3,-17726.3998
4,-118781.0617
5,-37940.9141